Arrangement w

The following is a DFT calculation (ωB97M-V with the def2-TZVPD basis set) of a 2-piece molecular cluster, C4H11N2S overall.

```
! RIJCOSX wB97M-V def2-TZVPD def2/J DEFGRID3
* xyz 1 1
C 0.24945 -1.47445 1.60326
C 2.18923 0.25180 -0.57854
C -2.83428 0.65308 -0.58054
C -0.14430 0.78493 -0.37831
N 1.43411 2.00023 0.77358
N 1.10577 1.07164 -0.02762
S -1.50384 1.34278 0.45258
H 0.02754 -0.53186 2.23542
H -0.62793 -2.10527 1.65807
H 1.29086 -1.63300 1.43670
H 2.15379 0.31681 -1.60431
H 2.02178 -0.83257 -0.21619
H 3.07825 0.75334 -0.09358
H -2.71903 1.00482 -1.58208
H -3.82510 0.84273 -0.13015
H -2.70456 -0.39847 -0.29582
H -0.26618 0.26690 -1.30806
H 0.61855 2.54852 1.18238
*
```

LUMO level (spin up / spin down) = -6.195 / -4.582 eV
Molar mass = 119.213 g mol⁻¹

***

Arrangement x

The following is a DFT calculation (ωB97M-V with the def2-TZVPD basis set) of a 2-piece molecular cluster, C4H11N2S overall.

```
! RIJCOSX wB97M-V def2-TZVPD def2/J DEFGRID3
* xyz 1 1
C -0.60362 -1.42732 -0.41004
C 2.28551 0.82362 0.31508
C -1.58343 1.89501 0.09231
C 1.22928 0.12475 -0.44279
N -1.00480 -2.61019 0.14552
N 0.51694 -0.84458 0.09279
S -2.19713 0.34354 0.16369
H -0.74445 -1.33515 -1.47821
H 1.87026 1.65070 0.89968
H 3.02059 1.25048 -0.36142
H 2.78573 0.15596 1.01489
H -1.54173 2.43930 -0.82397
H -1.19587 2.30378 1.00049
H 0.99364 0.42523 -1.45146
H -1.76462 -3.10022 -0.29827
H -0.98128 -2.70212 1.15010
H 0.76960 -1.12092 1.04144
H -2.73092 0.27668 -1.06484
*
```

LUMO level (spin up / spin down) = -4.149 / -4.055 eV
Molar mass = 119.213 g mol⁻¹

***

Arrangement y

The following is a DFT calculation (ωB97M-V with the def2-TZVPD basis set) of an isolated ion of composition C4H11N2S and charge +1.

```
! RIJCOSX wB97M-V def2-TZVPD def2/J DEFGRID3
* xyz 1 1
C -0.37242 -0.80126 0.57452
C 1.78118 -0.39904 -0.67918
C -1.02288 0.35923 1.42000
C 0.20966 -0.50981 -0.78471
N -0.61599 -1.89564 1.06044
N -0.43352 0.64569 -1.38976
S -0.05647 1.98184 1.31462
H 2.13758 0.57641 -0.70070
H 2.34142 -0.83816 -1.49925
H 2.26458 -0.89010 0.17741
H -0.92480 -0.04869 2.41620
H -2.05730 0.43687 1.22559
H 0.04504 -1.32771 -1.37437
H -0.36372 -2.74717 0.56439
H -0.66732 1.38240 -0.46473
H -1.42446 0.49750 -1.84162
H 0.26033 1.01970 -2.10427
H -1.10090 2.55794 2.08540
*
```

LUMO level = -3.547 eV
Molar mass = 119.213 g mol⁻¹
SMILES = [H]/N=C(/CS)[C@H](C)[NH3+]

***

The structure with the greatest stability is arrangement y.

***

Arrangement w

The following is a DFT calculation (ωB97M-V with the def2-TZVPD basis set) of a 2-piece molecular cluster, C4H11N2S overall.

```
! RIJCOSX wB97M-V def2-TZVPD def2/J DEFGRID3
* xyz 1 1
C -0.20196 -1.94101 0.64436
C -2.21009 0.80602 0.63054
C 2.41452 1.02418 -0.77038
C 0.42576 -0.64598 0.31234
N -1.55616 0.08242 -1.48612
N -1.40763 0.19280 -0.34230
S 1.39677 -0.55522 -1.05605
H -0.92001 -2.26249 -0.02759
H 0.49273 -2.87754 0.63927
H -0.66857 -1.77582 1.57219
H -1.61078 1.64241 0.94755
H -2.31203 0.03897 1.37172
H -3.12560 1.13625 0.17153
H 3.09576 0.75179 -0.04285
H 1.70293 1.89311 -0.75507
H 3.05088 1.09628 -1.59017
H 0.69164 -0.08978 1.14902
H -0.66992 -0.28481 -2.05236
*
```

LUMO level = -4.197 eV
Molar mass = 119.213 g mol⁻¹

***

Arrangement x

The following is a DFT calculation (ωB97M-V with the def2-TZVPD basis set) of an isolated ion of composition C4H11N2S and charge +1.

```
! RIJCOSX wB97M-V def2-TZVPD def2/J DEFGRID3
* xyz 1 1
C 0.67229 0.80036 0.09905
C -0.43158 -0.21044 0.04235
C 1.14503 0.81021 -2.49507
C -1.73043 -0.97904 1.98107
N 1.67529 0.86828 -1.06736
N -0.47235 -1.10355 1.20380
S -1.17476 1.45019 0.23308
H 1.19931 1.12877 0.94528
H -0.76258 -0.72934 -0.96189
H 1.72768 0.00640 -2.97237
H 0.04923 0.51621 -2.46494
H 1.26640 1.78219 -3.00107
H -1.58754 -1.59283 2.80039
H -1.72848 0.09570 2.33375
H -2.68522 -1.31856 1.53620
H 2.63981 1.40339 -0.86884
H -0.21127 -2.06121 0.94064
H 0.40916 -0.86673 1.71594
*
```

LUMO level = -3.481 eV
Molar mass = 119.213 g mol⁻¹
SMILES = CN[C@H]1S[C@@H]1[NH2+]C

***

The structure with the greatest stability is arrangement x.

***

Arrangement w

The following is a DFT calculation (ωB97M-V with the def2-TZVPD basis set) of an isolated ion of composition C4H11N2S and charge +1.

```
! RIJCOSX wB97M-V def2-TZVPD def2/J DEFGRID3
* xyz 1 1
C -0.66013 1.03294 0.18001
C 1.73044 0.64605 -0.24884
C 0.55727 -0.99395 0.93602
C -2.13850 -1.04957 -0.70636
N 0.43458 0.23798 0.20587
N -0.54334 2.34423 -0.07687
S -2.22759 0.38391 0.44084
H 2.40271 1.15374 0.41438
H 2.23124 -0.16747 -0.46251
H 1.64475 1.23141 -1.11884
H 0.95135 -1.71226 0.25975
H 1.37542 -0.84616 1.69613
H -0.32322 -1.34209 1.42284
H -2.85414 -0.80604 -1.55313
H -2.02739 -2.10689 -0.22366
H -1.17546 -0.90001 -1.29309
H 0.32931 2.92692 0.03074
H -1.42972 2.85260 -0.28371
*
```

LUMO level = -3.673 eV
Molar mass = 119.213 g mol⁻¹

***

Arrangement x

The following is a DFT calculation (ωB97M-V with the def2-TZVPD basis set) of a 2-piece molecular cluster, C4H11N2S overall.

```
! RIJCOSX wB97M-V def2-TZVPD def2/J DEFGRID3
* xyz 1 1
C -3.37907 0.80078 -1.09000
C -2.78700 -0.30187 -0.67343
C 2.05996 -0.95367 1.17165
C 1.71022 0.08713 0.20276
N 1.80054 1.33495 0.51613
N 1.52618 -0.25349 -1.02094
S -1.30463 -0.13948 0.24054
H -4.25277 0.54661 -1.83851
H -3.21241 1.78988 -0.82079
H -3.12733 -1.31385 -0.86062
H 1.16237 -1.12009 1.86322
H 2.36417 -1.77297 0.64895
H 2.96095 -0.73942 1.89058
H 2.25981 1.70284 1.36209
H 1.50336 2.14034 -0.02913
H -1.67469 -0.78746 1.32538
H 1.38769 -1.29355 -1.19827
H 1.00266 0.27335 -1.68960
*
```

LUMO level = -3.403 eV
Molar mass = 119.213 g mol⁻¹

***

The structure with the greatest stability is arrangement w.

***

Arrangement w

The following is a DFT calculation (ωB97M-V with the def2-TZVPD basis set) of a 2-piece molecular cluster, C3H12N2O2 overall.

```
! RIJCOSX wB97M-V def2-TZVPD def2/J DEFGRID3
* xyz 0 1
C 1.19704 0.18951 -1.69428
N 1.91346 1.42688 -1.78782
N 2.12543 -0.89995 -1.63217
O 0.36716 0.05711 -2.81749
H 0.08669 -0.86174 -2.91135
H -0.12600 0.97574 -0.48946
H 1.66062 -1.71702 -1.24600
H 2.88127 -0.65183 -1.00447
H 2.71812 1.30044 -2.38946
H 1.31458 2.12867 -2.21150
C -1.75591 -0.90349 1.92788
C -1.87780 0.37044 2.75305
O 0.40394 0.17818 -0.53743
H -0.85549 -0.88266 1.32292
H -1.72403 -1.77757 2.57861
H -2.61192 -1.01056 1.26051
H -2.78568 0.35495 3.34546
H -1.90040 1.24827 2.10878
H -1.03109 0.47464 3.42420
*
```

LUMO level = 0.716 eV
Molar mass = 108.141 g mol⁻¹
SMILES = NC(N)(O)O.CC

***

Arrangement x

The following is a DFT calculation (ωB97M-V with the def2-TZVPD basis set) of a 2-piece molecular cluster, C3H12N2O2 overall.

```
! RIJCOSX wB97M-V def2-TZVPD def2/J DEFGRID3
* xyz 0 1
C 0.73876 0.67962 1.00643
N 0.80459 0.05882 -0.30824
C 1.75481 0.46267 -1.30174
O 1.61865 -0.29939 -2.45355
C -0.68166 0.53677 1.50883
N -1.04789 -0.85526 1.70874
H 1.15556 1.67124 1.04768
H 1.37649 0.07315 1.66483
H 0.69396 -0.94517 -0.24079
H 1.52780 1.51461 -1.54219
H 2.78947 0.51725 -0.93148
H 0.95893 -0.97635 -2.24894
H -0.81286 1.02292 2.48129
H -1.31784 1.11395 0.81927
H -1.35552 -1.26209 0.84095
H -1.73510 -1.01540 2.42517
H -2.72958 -1.07026 -1.91636
H -1.62672 -0.20935 -1.38872
O -2.11185 -1.01773 -1.17115
*
```

LUMO level = 0.707 eV
Molar mass = 108.141 g mol⁻¹
SMILES = NCCNCO.O

***

The structure with the greatest stability is arrangement w.

***

Arrangement w

The following is a DFT calculation (ωB97M-V with the def2-TZVPD basis set) of a 2-piece molecular cluster, C3H12N2O2 overall.

```
! RIJCOSX wB97M-V def2-TZVPD def2/J DEFGRID3
* xyz 0 1
C 1.27065 0.35337 -0.02067
C 0.92902 -0.62949 1.11516
O -0.25424 -1.39326 0.94568
N 0.70730 1.68269 -0.11990
C -0.75150 1.68261 -0.20676
N -1.46145 1.54899 1.07349
H 1.10143 -0.15791 -0.96257
H 2.35844 0.51763 0.05784
H 1.80686 -1.29358 1.25535
H 0.87233 0.05461 2.02737
H -0.25664 -1.59000 0.00065
H 1.11932 2.19838 0.65966
H -0.94964 0.74876 -0.81031
H -1.15027 2.50425 -0.81050
H -2.44795 1.67592 0.91544
H -1.34766 0.60577 1.42381
H -0.47152 -3.37741 -1.57575
H -0.37348 -2.56671 -2.93461
O -0.70100 -2.56459 -2.03339
*
```

LUMO level = 0.535 eV
Molar mass = 108.141 g mol⁻¹
SMILES = NCNCCO.O

***

Arrangement x

The following is a DFT calculation (ωB97M-V with the def2-TZVPD basis set) of a 2-piece molecular cluster, C3H12N2O2 overall.

```
! RIJCOSX wB97M-V def2-TZVPD def2/J DEFGRID3
* xyz 0 1
C -0.57076 -1.74844 -0.03843
C 0.73076 -1.52695 -0.82748
O 0.60436 -0.54779 -1.81834
N -1.08512 -0.44678 0.41182
C -0.23384 0.21702 1.38912
N -1.04786 1.28765 1.97462
H -1.28439 -2.11599 -0.75518
H -0.30006 -2.37270 0.81170
H 1.07366 -2.45668 -1.27937
H 1.51297 -1.22048 -0.11561
H 0.35294 0.28318 -1.39900
H -1.96888 -0.57081 0.89626
H 0.10561 -0.42114 2.21100
H 0.64625 0.59795 0.88806
H -1.23817 1.95180 1.22572
H -0.50613 1.84671 2.62791
H 1.85771 2.37966 -1.96016
H 0.43056 2.46797 -2.53199
O 0.92040 2.39582 -1.71069
*
```

LUMO level = 0.760 eV
Molar mass = 108.141 g mol⁻¹
SMILES = NCNCCO.O

***

The structure with the greatest stability is arrangement x.

***

Arrangement w

The following is a DFT calculation (ωB97M-V with the def2-TZVPD basis set) of a 3-piece molecular cluster, C3H12N2O2 overall.

```
! RIJCOSX wB97M-V def2-TZVPD def2/J DEFGRID3
* xyz 0 1
C 0.80809 -2.53524 -0.09579
C -0.04198 -1.60866 -0.97332
N -0.47106 -0.36396 -0.39354
C -1.66151 -0.11816 0.27745
N -1.78738 0.68011 1.31227
H 1.78422 -2.17588 -0.17457
H 0.59093 -3.60806 -0.49817
H 0.47660 -2.44790 0.91803
H 0.30442 -1.36131 -2.03674
H -1.01793 -2.09134 -1.15823
H 0.02856 0.51834 -0.61840
H -2.48619 -0.68110 -0.21763
H -2.78084 0.81404 1.41371
H -0.06785 1.71883 1.28910
H 0.09243 2.72268 0.30000
O 0.52208 2.45595 1.09989
H 2.85011 1.19316 -1.23526
H 1.73332 1.46401 -0.23039
O 1.93712 0.95579 -1.02896
*
```

LUMO level = 0.879 eV
Molar mass = 108.141 g mol⁻¹
SMILES = [H]/N=C/NCC.O.O

***

Arrangement x

The following is a DFT calculation (ωB97M-V with the def2-TZVPD basis set) of a 2-piece molecular cluster, C3H12N2O2 overall.

```
! RIJCOSX wB97M-V def2-TZVPD def2/J DEFGRID3
* xyz 0 1
N -0.65895 1.76210 -1.30723
C -0.53893 0.53389 -0.49738
C 0.79581 0.56372 0.17819
O 1.91714 0.38609 -0.84616
C -1.55412 0.34955 0.60002
N -1.17055 -0.83293 1.49078
H -0.33969 2.49774 -0.69565
H -0.07310 1.79218 -2.17668
H -0.53739 -0.30587 -1.21325
H 0.94737 1.35066 0.90881
H 1.07890 -0.30824 0.81773
H 2.52360 1.19325 -0.71452
H -1.47521 1.28204 1.08684
H -2.60178 0.23565 0.25943
H -1.98895 -1.16325 1.99953
H -1.07459 -1.55959 0.76270
H 1.64257 -3.40984 -0.40119
H 1.67164 -1.76844 -0.35933
O 1.43623 -2.59872 0.10736
*
```

LUMO level = 0.731 eV
Molar mass = 108.141 g mol⁻¹
SMILES = NC[C@@H](N)CO.O

***

The structure with the greatest stability is arrangement w.